DFT (wB97M-V/def2-TZVPD) results for 2 unconnected molecules or ions with the total composition C2H7OS.

The geometry in ORCA input format:
```
! RIJCOSX wB97M-V def2-TZVPD def2/J DEFGRID3
* xyz -1 1
O -2.14 1.47 -0.60
H -1.69 0.64 -0.36
C 0.44 0.21 0.84
C 0.20 -0.68 -0.42
S 1.64 -1.14 -1.22
H -0.52 0.47 1.30
H 1.08 1.07 0.66
H 1.01 -0.38 1.58
H -1.31 1.98 -0.71
H -0.69 -1.29 -0.37
H 1.96 -2.36 -0.70
*
```

- Max |F|: 0.048 Eh/bohr
- Relative energy (zero: lowest compared OMol25 entry of this formula, charge and spin): 2.345 eV
- HOMO level: -1.3 eV
- Electronic energy: -15069.0605 eV


DFT (wB97M-V/def2-TZVPD) results for 2 unconnected molecules or ions with the total composition C2H7OS.

The geometry in ORCA input format:
```
! RIJCOSX wB97M-V def2-TZVPD def2/J DEFGRID3
* xyz -1 1
O 2.17 -1.20 -0.49
H 1.57 -0.88 -1.16
C -0.18 0.58 1.59
S -0.73 -0.19 0.18
C -0.92 1.14 -1.11
H -0.87 0.88 2.35
H 0.81 1.01 1.68
H 1.62 -1.27 0.31
H -0.03 1.77 -1.07
H -1.81 1.76 -0.96
H -0.97 0.68 -2.10
*
```

- Max |F|: 0.020 Eh/bohr
- Relative energy (zero: lowest compared OMol25 entry of this formula, charge and spin): 2.148 eV
- HOMO level: -1.5 eV
- Electronic energy: -15069.2580 eV